This record from OMol25 describes C6H15N in the gas phase. The level of theory is ωB97M-V/def2-TZVPD.

Last columns: bonded neighbours and bond lengths (Å).
Cartesian coordinates (Å):
1 C -2.0197 -1.2559 0.5372  N2 1.453, H8 1.090, H9 1.088, H10 1.101
2 N -0.6561 -1.3422 1.0322  C1 1.453, C3 1.486, H11 1.008
3 C 0.4120 -0.7408 0.1927  N2 1.486, C4 1.553, C5 1.555, H12 1.088
4 C 0.2778 -1.1320 -1.3046  C3 1.553, H13 1.114, H14 1.082, H15 1.083
5 C 0.6435 0.7790 0.4248  C3 1.555, C6 1.531, C7 1.539, H16 1.091
6 C 2.0345 1.2841 0.0330  C5 1.531, H17 1.086, H18 1.087, H19 1.104
7 C -0.4817 1.7543 0.0338  C5 1.539, H20 1.084, H21 1.086, H22 1.107
8 H -2.4295 -2.1604 0.0890  C1 1.090
9 H -2.0836 -0.4252 -0.1629  C1 1.088
10 H -2.7410 -0.9112 1.2944  C1 1.101
11 H -0.3602 -2.2901 1.2048  N2 1.008
12 H 1.3879 -1.0990 0.5142  C3 1.088
13 H 0.1744 -0.1673 -1.8518  C4 1.114
14 H 1.0670 -1.7253 -1.7467  C4 1.082
15 H -0.6948 -1.5255 -1.5719  C4 1.083
16 H 0.6299 0.7807 1.5153  C5 1.091
17 H 2.2424 1.1493 -1.0242  C6 1.086
18 H 2.1297 2.3294 0.3155  C6 1.087
19 H 2.8685 0.7857 0.5583  C6 1.104
20 H -1.3868 1.2416 0.3400  C7 1.084
21 H -0.5050 1.9705 -1.0301  C7 1.086
22 H -0.5091 2.7004 0.6072  C7 1.107

Max |F| (eV/A): 2.28
Structure (SMILES): CN[C@@H](C)C(C)C
Relative energy (zero: lowest compared OMol25 entry of this formula, charge and spin) (kJ/mol): 120.2